No. 1
The following is a DFT calculation (wB97M-V/def2-TZVPD) of a cluster of 10 separate species, C6H33N2O9 in total.

Geometry as XYZ:
```
50
Properties=species:S:1:pos:R:3:forces:R:3
C 0.800045 -2.157734 -2.795536 -1.4 1.5 -2.3
C -0.331322 -1.055542 -2.822427 -0.6 -0.6 3.2
C 0.065470 0.161781 -1.925986 1.0 -2.2 0.2
C -0.774731 0.884633 -1.181509 -1.3 0.2 0.4
N -0.471457 1.964045 -0.384628 2.8 0.6 -1.2
C 0.817677 2.695776 -0.432296 -0.1 1.9 0.9
C 1.025487 3.664213 0.846605 -0.6 -2.6 -1.1
N 1.198020 -2.389315 -1.404255 0.8 1.5 0.0
H 1.566254 -1.797288 -3.545790 0.0 -0.7 1.5
H 0.366279 -3.072018 -3.183419 0.2 -0.2 -0.1
H -0.544403 -0.591831 -3.752493 -0.2 -0.6 -1.4
H -1.245543 -1.622286 -2.393748 1.0 1.3 -0.8
H 1.170081 0.165116 -1.767202 -1.5 0.9 -0.2
H -1.878610 0.688727 -1.227182 1.0 0.0 0.0
H -0.882565 2.162526 0.481890 -1.5 -0.1 0.9
H 0.888336 3.402323 -1.256754 -0.8 0.0 -0.5
H 1.736979 2.160480 -0.637741 -0.1 -1.0 0.7
H 1.949933 4.189386 0.609684 -0.4 0.5 0.5
H 0.114989 4.226420 1.071271 0.4 0.5 -0.6
H 1.129631 3.033916 1.730963 0.5 0.1 0.1
H 1.552637 -1.458653 -1.059722 -0.3 -1.2 0.2
H 1.995752 -3.005472 -1.327320 0.2 -0.4 0.0
H 0.410393 -2.749231 -0.770938 0.6 0.2 0.0
H 3.235384 2.044710 -2.719920 1.2 0.6 -0.8
H 2.362177 0.908177 -3.429591 0.4 0.4 -0.7
O 2.476696 1.494337 -2.684261 -1.2 -0.4 0.6
H -1.508381 -1.425262 2.913039 0.5 0.2 1.1
H -0.376394 -0.681991 1.938107 -1.3 -0.8 1.6
O -1.247039 -1.197540 2.034912 -0.1 0.4 -1.8
H 2.229638 -1.283600 3.094191 -0.1 -0.2 0.2
H 2.208422 -0.779903 1.693188 0.1 -1.0 0.3
O 1.964076 -1.574686 2.214074 0.7 0.5 -0.7
H -1.081356 -2.480204 0.718243 0.1 -0.2 1.0
H -0.086544 -3.617824 1.328565 -0.3 0.4 0.4
O -0.394562 -3.137642 0.559718 0.3 -0.7 -1.8
H -3.236868 0.272343 1.061795 0.0 -2.1 -0.1
H -4.567298 1.032210 0.606527 -1.0 -0.8 -0.5
O -3.706109 1.067584 0.974373 0.8 2.8 0.5
H -2.752768 -1.575590 1.315493 -0.2 0.4 -0.7
H -3.514218 -2.739242 1.599652 -0.9 0.1 -0.9
O -3.527400 -2.028555 0.918582 0.8 -0.7 1.4
H 0.848249 0.502452 1.550523 -0.2 0.8 0.2
H -0.248856 1.126803 2.500615 0.4 0.1 -0.1
O 0.522003 0.515846 2.462583 -0.2 0.7 -0.2
H -2.547995 2.083712 1.868236 -1.1 -0.7 -0.9
H -2.263107 3.041978 2.955116 0.7 -0.4 0.0
O -1.833881 2.332843 2.440469 0.6 1.0 1.0
H 2.873402 0.290320 -1.556273 1.7 -0.4 0.2
H 4.222925 -0.597054 -1.460836 1.4 -0.1 -1.1
O 3.426850 -0.364706 -1.040162 -2.8 0.4 1.2
```
Forces are in eV/Å.

- gap between HOMO and LUMO (eV) = 8.403
- total charge = +1
- LUMO energy (eV) = -2.56
- energy relative to the best compared isomer or geometry (same formula, charge and spin) (kcal per mole) = 90.3

No. 2
The following is a DFT calculation (wB97M-V/def2-TZVPD) of a structure of composition C3H7Br2N2.

Geometry as XYZ:
```
14
Properties=species:S:1:pos:R:3:forces:R:3
C 0.709945 -0.868643 0.654748 -1.4 2.2 2.7
C 1.039524 -0.066416 -0.550816 1.0 1.7 -1.9
C -1.337752 0.335779 0.469775 2.0 0.2 0.6
N -0.725101 -0.878211 0.689307 -2.2 -0.7 -0.4
N -0.025754 0.947502 -0.813501 -0.4 -2.8 1.8
Br 2.765109 0.744690 -0.145253 -0.2 0.1 -0.6
Br -3.063358 0.401774 -0.274039 0.5 -0.1 0.2
H 1.289872 -1.725707 0.637387 0.1 -2.5 -0.2
H 0.957989 -0.481623 1.684083 0.5 0.6 -1.4
H 1.129632 -0.694012 -1.480520 0.0 0.6 1.1
H -1.124457 1.153288 1.201868 -0.3 -0.8 -0.6
H -1.175295 -1.588918 0.143467 -0.2 -0.6 -0.1
H 0.121646 1.875611 -0.586274 0.9 2.3 0.4
H -0.561996 0.844892 -1.630232 -0.3 -0.2 -1.6
```
Forces are in eV/Å.

- gap between HOMO and LUMO (eV) = 10.567
- total charge = +1
- LUMO energy (eV) = -4.04
- energy relative to the best compared isomer or geometry (same formula, charge and spin) (kcal per mole) = 29.4

No. 3
The following is a DFT calculation (wB97M-V/def2-TZVPD) of the molecule C4H12N2O.

Geometry as XYZ:
```
19
Properties=species:S:1:pos:R:3:forces:R:3
C -0.891979 1.265328 0.127834 0.0 -0.4 -0.2
C 0.090877 0.104697 0.077794 -0.3 -3.4 -1.2
C 1.546748 0.538505 0.021600 -0.1 0.0 0.4
C -0.186774 -0.969318 1.101178 1.1 3.5 5.0
O 0.251600 -0.192472 2.493464 -0.6 -1.3 -1.1
N -0.235945 -1.010866 -0.952306 -0.6 1.4 -1.5
N -0.817061 -0.520858 -2.161149 0.3 -0.1 -0.4
H -0.760275 1.934473 -0.728310 0.0 -0.1 0.2
H -0.724051 1.817378 1.057436 0.1 0.0 -0.2
H -1.928963 0.918479 0.129751 0.1 -0.1 -0.1
H 1.730538 1.189362 -0.838287 0.0 0.1 0.2
H 2.226594 -0.317247 -0.044673 -0.2 0.0 -0.1
H 1.771713 1.025740 0.979013 0.1 0.2 -0.4
H 0.533557 -1.785339 1.166015 -0.4 0.0 -0.4
H -1.238360 -1.213174 1.256096 0.4 -0.2 -0.4
H -0.517223 0.254398 2.876286 0.1 -0.3 -0.3
H 0.551416 -1.645514 -1.109172 0.0 0.7 0.0
H -1.289513 -1.269626 -2.669529 0.2 0.2 0.4
H -0.112901 -0.123947 -2.783041 -0.1 -0.1 0.0
```
Forces are in eV/Å.

- gap between HOMO and LUMO (eV) = 9.645
- LUMO energy (eV) = 0.86
- SMILES = CC(C)(CO)NN
- energy relative to the best compared isomer or geometry (same formula, charge and spin) (kcal per mole) = 75.9

No. 4
The following is a DFT calculation (wB97M-V/def2-TZVPD) of a structure of composition C45H38ClLuN5O8P.

Geometry as XYZ:
```
99
Properties=species:S:1:pos:R:3:forces:R:3
Lu 0.290379 0.041430 -0.425587 -0.9 0.5 -1.0
Cl -3.755821 3.996630 -5.744087 -0.1 0.2 -0.2
C -3.083321 2.970130 -4.519987 0.2 0.2 0.1
C -3.681921 1.725830 -4.267587 0.2 0.1 0.1
C -3.154321 0.884830 -3.333487 0.2 -0.2 0.2
C -1.976721 1.216030 -2.587787 -0.1 0.8 -0.5
O -1.474521 0.401530 -1.755787 0.1 -0.4 0.6
C -1.423721 2.524130 -2.831787 -0.4 -0.7 0.0
C -0.321521 2.972730 -2.057887 0.1 0.0 0.1
O 0.315179 2.298830 -1.236687 -0.1 0.4 -0.1
C -1.994221 3.373430 -3.800987 -0.1 -0.2 0.0
H -4.569421 1.448030 -4.816487 -0.1 0.0 -0.1
H -3.628221 -0.066070 -3.134787 0.0 -0.1 0.0
H -0.023021 4.027730 -2.213987 0.1 -0.1 0.0
H -1.556021 4.345430 -3.967387 0.0 0.2 -0.1
O -2.169221 1.922330 1.962913 0.2 0.1 0.1
C -0.946921 1.888030 1.956313 -0.7 0.3 0.4
O -0.238321 0.931030 1.466013 -0.4 -0.5 -0.1
C -0.127821 2.988330 2.586513 0.1 -0.1 -0.2
C -0.704621 3.842430 3.518813 -0.1 0.0 -0.1
C 0.051979 4.825630 4.126313 -0.1 0.0 -0.1
C 1.392079 4.960130 3.794613 0.1 0.1 0.0
C 1.968179 4.125330 2.855613 -0.1 0.0 0.1
C 1.213879 3.133730 2.234913 -0.2 0.0 -0.2
P 1.993979 1.974030 1.033913 1.0 0.6 0.6
C 2.953379 1.072730 2.313913 0.0 -0.1 -0.2
C 2.342479 -0.051570 2.865613 0.0 0.1 0.1
C 2.991879 -0.798370 3.830213 0.0 0.0 0.1
C 4.255879 -0.430070 4.258613 0.0 -0.1 0.1
C 4.869479 0.686330 3.717113 0.2 0.0 0.1
C 4.223479 1.435730 2.748513 -0.1 0.0 0.0
C 3.242379 3.064630 0.242713 -0.3 -0.2 0.0
C 2.900379 4.378430 -0.072687 0.0 -0.1 0.0
C 3.733079 5.158530 -0.852587 0.0 0.2 -0.1
C 4.904079 4.626830 -1.364887 0.1 0.1 -0.1
C 5.233279 3.308730 -1.093587 0.1 0.0 -0.1
C 4.409579 2.529530 -0.299787 0.0 -0.1 0.1
H -1.752321 3.718130 3.748013 -0.1 0.0 0.0
H -0.398521 5.491430 4.847713 0.0 0.0 0.1
H 1.989279 5.723730 4.270513 0.1 0.1 0.0
H 3.010579 4.247630 2.595713 0.0 0.0 0.1
H 1.344879 -0.326470 2.545913 0.1 0.0 0.1
H 2.509379 -1.667870 4.250813 0.0 -0.1 0.0
H 4.760479 -1.012170 5.015013 0.1 -0.1 0.1
H 5.856679 0.977430 4.056313 0.0 0.0 0.0
H 4.715979 2.304930 2.336313 0.0 0.1 0.0
H 1.970479 4.789330 0.296513 0.0 0.1 0.0
H 3.462979 6.183630 -1.072087 0.0 0.0 0.0
H 5.549179 5.239830 -1.978087 0.1 0.0 0.0
H 6.139179 2.889430 -1.509287 0.1 -0.1 0.0
H 4.656379 1.492130 -0.113087 0.0 0.0 0.0
O -4.184121 -6.867470 -2.399787 -0.2 -0.4 0.0
C -4.129021 -5.847570 -1.521987 0.2 0.2 0.1
O -4.931921 -5.748870 -0.634987 0.0 -0.1 -0.1
C -3.029421 -4.867370 -1.743687 0.2 0.2 0.0
C -1.731521 -5.257370 -2.065187 -0.3 -0.1 0.0
C -0.741721 -4.307570 -2.242887 0.1 0.4 0.1
C -1.036921 -2.946570 -2.115087 -0.8 -0.8 0.0
C -2.339121 -2.561270 -1.776587 0.1 0.0 -0.2
C -3.316321 -3.511670 -1.585487 0.1 -0.3 -0.1
N -0.066221 -1.960670 -2.251587 1.0 0.7 -0.1
C 0.807979 -2.023470 -3.171987 -0.6 -0.5 0.2
C 1.870979 -1.029170 -3.280687 0.8 0.5 -0.1
C 3.089579 -1.376570 -3.864787 -0.3 0.1 0.1
C 4.100179 -0.432570 -3.925887 -0.1 0.2 0.1
C 3.842679 0.842030 -3.446287 0.0 -0.2 -0.1
C 2.608379 1.095330 -2.863087 0.0 0.1 -0.1
N 1.647779 0.184930 -2.757787 -0.2 -0.3 -0.1
H -3.523121 -6.784370 -3.100887 -0.1 0.2 0.2
H -1.479021 -6.307570 -2.133387 0.0 -0.1 0.0
H 0.276679 -4.619070 -2.428787 0.1 0.0 0.0
H -2.555221 -1.509570 -1.673987 0.1 0.0 0.1
H -4.320621 -3.228270 -1.311587 -0.1 0.1 0.0
H 0.817779 -2.823170 -3.924087 -0.1 0.0 0.2
H 3.252879 -2.381570 -4.222487 -0.1 -0.1 -0.1
H 5.069379 -0.694470 -4.324687 0.0 0.0 -0.1
H 4.585479 1.624930 -3.490887 0.0 0.0 0.0
H 2.399879 2.072230 -2.445587 0.0 0.0 0.1
O 1.458679 -1.895070 0.229713 0.4 0.8 -0.1
N 2.586679 -1.332270 0.254513 0.7 -0.5 -0.2
O 2.629179 -0.233770 -0.368587 -0.3 -1.1 0.3
N -1.215321 -1.502770 0.631013 -0.2 0.0 0.1
C -1.821421 -2.040670 1.455913 0.8 0.5 -0.8
N -2.475321 -2.624070 2.402213 -0.2 -0.1 0.3
C -3.267921 -1.827570 3.320113 -0.4 0.4 0.4
C -4.769121 -1.953370 3.002213 0.1 -0.1 -0.1
C -5.041921 -3.240170 2.211813 0.0 -0.1 0.2
C -4.153121 -4.378570 2.710613 0.0 0.1 -0.2
C -2.681821 -4.063370 2.409113 0.0 -0.6 0.1
H -2.937821 -0.788370 3.256013 0.0 -0.1 0.0
H -3.060821 -2.193770 4.330513 0.0 0.1 -0.1
H -5.114621 -1.086870 2.435213 0.0 0.0 0.0
H -5.315921 -1.967770 3.945913 -0.1 0.0 0.0
H -4.836621 -3.071670 1.153413 -0.1 0.0 -0.1
H -6.088221 -3.531770 2.311613 0.0 0.1 -0.1
H -4.426321 -5.313070 2.219013 0.0 0.0 0.1
H -4.304421 -4.498170 3.784513 0.0 -0.1 0.1
H -2.400821 -4.454670 1.428013 0.0 0.1 0.0
H -2.018221 -4.519670 3.156213 -0.1 0.0 -0.1
```
Forces are in eV/Å.

- gap between HOMO and LUMO (eV) = 6.797
- LUMO energy (eV) = -0.79
- energy relative to the best compared isomer or geometry (same formula, charge and spin) (kcal per mole) = 10.0